20
Properties=species:S:1:pos:R:3:lowdin_charge:R:1 method="wB97M-V/def2-TZVPD" de_lowest_ev=2.0510 e_lumo_ev=0.794 energy_ha=-473.727394 smiles="CN=C(N)N.CC(=O)O" spin_multiplicity=1 homo_lumo_gap_ev=9.6
C 2.915 -1.406 -0.698 -0.126
N 1.810 -0.405 -0.382 -0.017
C 1.283 0.426 -1.287 -0.455
N 0.269 1.442 -0.829 0.076
N 1.625 0.454 -2.660 0.105
H 2.992 -1.727 -1.769 0.069
H 2.836 -2.312 -0.138 0.043
H 3.771 -0.879 -0.301 0.059
H 0.227 1.326 0.193 0.065
H 0.554 2.377 -1.143 0.080
H 2.639 0.342 -2.937 0.122
H 1.094 1.092 -3.138 0.032
C -1.570 -0.976 0.488 0.010
C -1.927 0.037 1.470 -0.558
O -2.046 1.229 1.578 0.093
O -2.556 -0.636 2.482 0.059
H -2.397 -1.515 0.024 0.106
H -1.156 -1.819 1.134 0.128
H -0.865 -0.540 -0.151 0.018
H -3.019 -0.013 3.007 0.090

20
Properties=species:S:1:pos:R:3:lowdin_charge:R:1 method="wB97M-V/def2-TZVPD" de_lowest_ev=2.6909 e_lumo_ev=0.634 energy_ha=-473.703876 smiles="CN=C(N)N.CC(=O)O" spin_multiplicity=1 homo_lumo_gap_ev=9.9
C -2.347 -0.035 -1.358 -0.169
N -1.382 -0.002 -0.297 -0.037
C -1.258 1.052 0.512 -0.302
N -0.356 1.105 1.637 0.139
N -2.309 2.253 0.415 0.075
H -2.704 -1.056 -1.738 0.102
H -2.264 0.678 -2.135 0.058
H -3.343 0.385 -1.065 0.059
H 0.267 0.423 1.704 0.007
H -0.423 1.886 2.291 0.100
H -3.246 1.966 0.364 0.018
H -2.268 2.934 1.203 0.067
C 3.546 -1.717 0.263 0.022
C 2.327 -1.352 -0.722 -0.563
O 2.448 -1.273 -1.912 0.088
O 1.251 -1.162 0.016 0.081
H 3.736 -2.708 0.456 0.030
H 3.621 -1.195 1.187 0.049
H 4.321 -1.285 -0.537 0.123
H 0.380 -0.898 -0.284 0.052

20
Properties=species:S:1:pos:R:3:lowdin_charge:R:1 method="wB97M-V/def2-TZVPD" de_lowest_ev=1.0828 e_lumo_ev=0.800 energy_ha=-473.762974 smiles="CN=C(N)N.CC(=O)O" spin_multiplicity=1 homo_lumo_gap_ev=9.5
C 1.849 1.653 1.110 -0.126
N 0.698 0.820 0.858 -0.033
C -0.453 1.361 0.817 -0.509
N -1.594 0.535 0.884 0.120
N -0.824 2.717 0.839 0.126
H 1.613 2.569 1.632 0.055
H 2.352 1.617 0.066 0.114
H 2.499 1.098 1.767 0.059
H -1.580 -0.438 0.592 0.053
H -2.435 1.003 0.566 0.079
H -0.335 3.444 1.322 0.077
H -1.809 2.856 0.747 0.071
C 0.032 -2.783 -2.252 -0.002
C -0.351 -2.216 -0.923 -0.549
O -1.357 -2.375 -0.284 0.073
O 0.766 -1.759 -0.270 0.045
H 1.027 -2.466 -2.632 0.092
H -0.655 -2.578 -3.105 0.096
H 0.058 -3.866 -2.221 0.085
H 0.498 -1.191 0.488 0.075